Computed, not measured: a structure of composition C5H12N2O, with ωB97M-V with the def2-TZVPD basis set.

**LUMO level (alpha / beta)**: -0.041 / -0.029 Ha
**Relative energy (zero: lowest compared OMol25 entry of this formula, charge and spin)**: 590.33 kJ/mol
**HOMO (alpha / beta)**: -8.31 / -8.59 eV
**Electronic energy**: -10402.30567 eV

ORCA input file:
```
! wB97M-V def2-TZVPD RIJCOSX def2/J DEFGRID3
* xyz 0 1
C -1.526 -1.106 1.115
C -1.173 -0.171 -0.043
N -2.054 0.950 -0.075
O -0.904 -0.700 -1.206
H -1.907 1.555 0.728
H -1.903 1.505 -0.908
H -0.831 -1.940 1.170
H -1.541 -0.583 2.073
H -2.524 -1.502 0.931
C 1.191 0.247 -1.741
C 1.479 -0.644 0.711
C 0.569 0.415 0.113
N 0.566 1.674 0.362
H 1.434 2.148 0.107
H 1.295 -1.618 0.271
H 0.569 0.889 -2.348
H 2.158 0.685 -1.499
H 1.284 -0.765 -2.111
H 2.523 -0.361 0.566
H 1.293 -0.679 1.786
*
```

Results of the natural (NBO) charge analysis, in e, for atoms 1 through 5: number 1, C, carries -0.654; number 2, C, carries 0.428; number 3, N, carries -0.837; number 4, O, carries -0.479; number 5, H, carries 0.373